(1)
Density functional theory data (ωB97M-V/def2-TZVPD) for the molecule C20H17ClN6O at a distorted geometry.

Total energy ... -1636.18632 Eh
2S+1 ... 1
Highest occupied orbital energy ... -9.00 eV
Energy relative to the best compared isomer or geometry (same formula, charge and spin) ... 2.132 eV

Last column: Mulliken charge in e.
CARTESIAN COORDINATES (ANGSTROEM)
N: -1.7161 9.9779 1.3536  -0.445
O: 1.3618 -0.0349 -1.0390  -0.720
Cl: -3.9452 4.0485 0.9453  -0.185
C: -1.7561 8.8131 1.3534  -0.135
N: -0.4434 5.6143 -0.0463  -0.492
N: 0.6192 -6.6338 0.8317  -0.490
N: -0.3546 -5.8030 0.9930  -0.563
C: 0.2025 -0.4820 -0.8034  0.281
C: -0.5720 6.9094 0.3931  -0.492
C: -1.4356 4.8576 0.1922  0.354
C: 1.8398 -6.1653 0.3919  0.664
C: -2.8225 6.5977 1.1642  -0.539
C: -1.2316 -2.3542 0.1323  -0.718
C: -2.7152 5.3178 0.6429  0.373
C: -1.7226 7.4119 1.0038  0.670
C: -0.0142 -1.8965 -0.4120  0.528
C: -1.2895 -3.5813 0.7829  -0.642
C: 1.1024 -2.6579 -0.4094  -0.515
C: 2.1422 -4.8766 -0.0929  0.277
C: -0.1723 -4.4844 0.6832  -0.031
C: 1.0325 -3.9984 0.0891  1.535
N: -1.3997 3.5102 -0.1204  0.131
N: -0.8140 0.5053 -0.8786  -0.165
C: 2.6943 -7.3686 0.3185  -1.166
C: 3.5840 -4.5428 -0.5070  -1.398
C: -0.0443 2.8406 -0.1122  -0.692
C: -1.7349 2.8324 -1.4164  -0.733
C: -0.5479 1.9227 -1.3078  0.018
H: 0.3463 7.5490 0.4555  0.379
H: -3.7704 7.0109 1.5442  0.403
H: -2.0412 -1.6684 0.3506  0.240
H: -2.1585 -3.9746 1.3007  0.406
H: 2.0320 -2.2140 -0.9096  0.170
H: -1.7305 0.2030 -0.6698  0.209
H: 2.8799 -7.9078 -0.6540  0.236
H: 3.7193 -7.1238 0.6548  0.320
H: 2.3707 -8.1143 0.9794  0.423
H: 3.9480 -5.3142 -1.1993  0.355
H: 3.5776 -3.6001 -1.0130  0.412
H: 4.2889 -4.5087 0.4146  0.273
H: 0.0162 2.3160 0.8233  0.336
H: 0.9492 3.3775 -0.3432  0.172
H: -1.8047 3.4948 -2.2601  0.334
H: -2.5442 2.2027 -1.3736  0.253
H: 0.0746 1.9925 -2.2260  0.367

---

(2)
Density functional theory data (ωB97M-V/def2-TZVPD) for H10O5 as an isolated structure at a distorted geometry.

Total energy ... -382.04275 Eh
2S+1 ... 1
Highest occupied orbital energy ... -9.70 eV
Energy relative to the best compared isomer or geometry (same formula, charge and spin) ... 4.937 eV

Last column: Mulliken charge in e.
CARTESIAN COORDINATES (ANGSTROEM)
O: 1.6709 0.2873 -0.9463  -0.673
H: 1.2848 1.0895 -0.5946  0.351
H: 1.4298 -0.3914 -0.3159  0.269
O: 0.3822 2.1350 -0.9355  -0.860
H: 0.7492 2.9297 -0.5481  0.263
H: -0.1622 1.7599 -0.2432  0.524
O: -0.6898 -0.9379 -0.3263  -0.677
H: -0.7108 0.0094 -0.1906  0.340
H: -1.5890 -1.2235 -0.1644  0.353
O: -0.0872 -3.6826 0.3415  -0.618
H: -0.5806 -2.8637 0.2950  0.351
H: 0.7740 -3.4254 0.6709  0.299
O: -0.6262 1.4487 0.6491  -0.515
H: -1.5307 1.1685 0.7890  0.347
H: -0.3144 1.6964 1.5195  0.245

---

(3)
Density functional theory data (ωB97M-V/def2-TZVPD) for the molecule CH2NOP at a distorted geometry.

Total energy ... -510.58896 Eh
2S+1 ... 1
Highest occupied orbital energy ... -10.25 eV
Energy relative to the best compared isomer or geometry (same formula, charge and spin) ... 1.538 eV

Last column: Mulliken charge in e.
CARTESIAN COORDINATES (ANGSTROEM)
C: 1.0782 0.2238 -1.0418  0.547
N: 0.2627 -0.1124 -0.2865  -0.131
O: 1.9384 0.7052 -2.0197  -0.548
P: -1.2375 -0.5201 0.4362  -0.054
H: -0.6801 -0.9855 1.7869  0.093
H: -1.3616 0.6890 1.1249  0.093

---

Which value of highest occupied orbital energy does entry 2 give? -9.70 eV

---

What is the formula in the third record? CH2NOP